Molecular formula: C5H4LiMnO6
Method: DFT, ωB97M-V/def2-TZVPD

Results
energy relative to the best compared isomer or geometry (same formula, charge and spin): 25.2 kJ/mol
maximum force: 3.90 eV/Å
Kohn-Sham gap (alpha / beta): 5.833 / 4.070 eV
spin multiplicity: 7
charge: +2

Each line ends with the Löwdin charge.
CARTESIAN COORDINATES (ANGSTROEM)
O -3.23 -6.36 -2.69  0.3975
C -2.72 -5.37 -2.47  -0.2556
O -2.15 -4.37 -2.27  0.0794
O -0.60 -1.51 -0.61  -0.0909
Mn -1.27 -2.73 -1.78  1.4451
O 0.17 4.09 1.94  -0.0326
C 0.76 3.09 1.46  -0.7902
O 1.88 2.69 1.83  -0.0666
O 0.12 2.47 0.44  0.0196
C 0.82 1.43 -0.23  -0.1298
C 0.69 0.05 0.68  -0.0062
C -0.44 -0.41 -0.13  -0.0229
Li 1.71 4.15 3.17  0.8563
H 1.89 1.65 -0.33  0.1436
H 0.51 1.53 -1.28  0.1453
H 0.33 0.26 1.69  0.1604
H 1.53 -0.65 0.59  0.1477